Molecular formula: C20H26Cl2N3O4RuSSeSi
Method: DFT, ωB97M-V with the def2-TZVPD basis set

## Properties
- Relative energy (zero: lowest compared OMol25 entry of this formula, charge and spin): 1.280 eV
- HOMO (spin up / spin down): -3.98 / -4.04 eV
- Frontier orbital gap (spin up / spin down): 0.21347 / 0.22846 hartree
- Total energy: -145511.217 eV

ORCA input file:
```
! wB97M-V def2-TZVPD RIJCOSX def2/J DEFGRID3
* xyz -1 1
Ru 0.897 -0.461 -0.722
N 2.486 1.768 -2.680
C 1.448 1.296 -3.599
C 1.544 -0.220 -3.737
O 1.840 -0.696 -4.842
N 1.340 -0.950 -2.630
C 1.673 -2.363 -2.713
C 2.375 -2.813 -1.435
O 3.048 -3.832 -1.395
O 2.157 -2.036 -0.408
H 2.474 2.777 -2.603
H 3.400 1.494 -3.019
H 1.536 1.697 -4.612
H 0.471 1.568 -3.196
H 2.289 -2.561 -3.585
H 0.766 -2.975 -2.800
Cl -2.023 3.010 -1.775
C -0.563 3.454 -0.950
C -0.329 4.784 -0.681
C 0.819 5.164 0.008
C 1.726 4.188 0.408
C 1.494 2.858 0.124
Cl 2.671 1.690 0.648
C 0.327 2.406 -0.567
N 0.046 1.138 -0.842
H -1.054 5.519 -1.006
H 1.008 6.208 0.224
H 2.632 4.457 0.937
C 0.438 -3.680 1.734
Si -0.733 -3.738 0.264
C -0.115 -5.038 -0.941
C -2.438 -4.277 0.876
Se -1.161 -1.751 -0.768
H 0.817 -4.691 1.912
H -0.071 -3.350 2.645
H 1.292 -3.032 1.529
H -0.123 -6.023 -0.459
H 0.910 -4.840 -1.264
H -0.756 -5.083 -1.824
H -2.390 -5.270 1.334
H -3.158 -4.314 0.055
H -2.816 -3.573 1.622
C 0.001 -0.332 3.935
S -0.553 -0.579 2.240
O 0.737 -0.334 1.490
C -1.536 0.903 2.076
C -0.969 2.157 2.250
C -1.753 3.284 2.070
C -3.091 3.146 1.717
C -3.645 1.889 1.534
C -2.863 0.755 1.705
H 0.559 0.600 4.011
H 0.648 -1.176 4.170
H -0.868 -0.323 4.593
H 0.088 2.249 2.473
H -1.313 4.267 2.174
H -3.697 4.030 1.557
H -4.679 1.789 1.228
H -3.257 -0.236 1.512
*
```


Molecular formula: C20H26Cl4F20HfNO14P3S2
Method: DFT, ωB97M-V with the def2-TZVPD basis set

## Properties
- HOMO: -9.47 eV
- Frontier orbital gap: 0.16753 hartree
- Total energy: -206608.193 eV

ORCA input file:
```
! wB97M-V def2-TZVPD RIJCOSX def2/J DEFGRID3
* xyz 0 1
Hf -3.768 -0.131 0.055
P -4.963 -0.420 -2.922
F -6.521 -0.895 -3.128
F -4.861 0.698 -4.120
F -5.406 0.687 -1.739
F -3.436 -0.172 -2.361
F -4.864 -1.325 -1.553
F -4.414 -1.616 -3.883
P -3.797 -3.944 0.928
F -2.454 -4.174 1.797
F -3.511 -2.301 0.633
F -2.845 -4.210 -0.350
F -4.986 -3.589 -0.168
F -4.305 -5.503 1.013
F -4.551 -3.534 2.297
P -2.935 3.379 -1.929
F -3.172 2.600 -3.321
F -4.526 3.778 -1.848
F -3.336 2.066 -1.106
F -2.794 4.213 -0.548
F -1.402 2.842 -1.884
F -2.346 4.721 -2.804
N -1.637 -0.387 -0.450
S -0.772 -1.545 -1.103
O -0.379 -2.689 -0.262
O -0.069 -1.302 -2.338
F -2.235 -2.107 -1.625
S -0.078 0.303 0.010
O 0.847 0.741 -1.057
O 0.469 -0.157 1.244
F -0.809 1.673 0.508
Cl 3.761 2.912 -3.566
C 2.126 2.244 -3.612
C 1.065 3.348 -3.641
Cl 1.093 4.347 -5.177
H 2.011 1.569 -2.764
H 2.088 1.533 -4.438
H 1.128 3.974 -2.752
H 0.064 2.934 -3.518
Cl 3.008 7.534 -0.116
C 1.822 6.247 -0.236
C 2.628 4.909 -0.165
Cl 1.444 3.582 0.260
H 1.421 6.301 -1.248
H 1.119 6.429 0.577
H 3.248 5.013 0.725
H 3.289 4.832 -1.029
C -1.733 -1.394 2.664
O -2.442 -0.281 2.130
C -2.422 0.847 3.049
C -3.220 2.084 2.597
O -3.977 1.852 1.439
C -4.992 2.904 1.289
H -1.176 -1.877 1.861
H -2.485 -2.051 3.101
H -0.914 -1.288 3.376
H -1.389 1.147 3.224
H -2.787 0.389 3.968
H -2.563 2.945 2.473
H -3.954 2.243 3.387
H -5.255 2.961 0.233
H -4.680 3.905 1.588
H -5.921 2.632 1.790
C 4.997 0.180 1.529
C 3.831 -0.409 1.182
C 3.544 -0.828 -0.212
O 2.657 -1.577 -0.535
C 4.532 -0.226 -1.183
C 5.640 0.409 -0.785
C 6.082 0.547 0.587
O 7.168 1.002 0.975
O 6.449 1.016 -1.658
O 2.940 -0.839 2.169
H 5.209 0.085 2.584
H 4.289 -0.113 -2.229
H 6.025 0.917 -2.514
H 2.120 -1.253 1.891
C 2.690 -4.644 2.937
C 1.955 -4.268 1.848
C 2.233 -4.650 0.426
O 1.510 -4.498 -0.554
C 3.529 -5.368 0.363
C 4.277 -5.767 1.439
C 3.918 -5.517 2.863
O 4.457 -5.970 3.835
O 5.362 -6.579 1.202
O 0.840 -3.516 1.974
H 2.340 -4.406 3.930
H 3.772 -5.710 -0.633
H 5.603 -7.005 2.027
H 0.480 -3.438 1.088
*
```


Molecular formula: C20H26ClNO2
Method: DFT, ωB97M-V with the def2-TZVPD basis set

## Properties
- Relative energy (zero: lowest compared OMol25 entry of this formula, charge and spin): 0.018 eV
- HOMO: -8.16 eV
- Frontier orbital gap: 0.32826 hartree
- Total energy: -39268.916 eV
- SMILES string: COCCN(CCOc1cc(C)cc(C)c1)Cc1ccc(Cl)cc1

ORCA input file:
```
! wB97M-V def2-TZVPD RIJCOSX def2/J DEFGRID3
* xyz 0 1
C 0.137 5.921 2.402
O 0.671 4.913 3.224
C 1.140 3.777 2.539
C 0.017 2.888 1.976
N 0.572 1.680 1.391
C -0.112 1.222 0.199
H -0.182 2.063 -0.496
H 0.509 0.458 -0.274
C -1.533 0.658 0.410
O -2.195 0.441 -0.815
C -1.867 -0.643 -1.581
C -0.966 -1.638 -1.233
C -0.732 -2.703 -2.099
C -1.403 -2.762 -3.307
C -2.313 -1.773 -3.669
C -2.537 -0.721 -2.803
H -3.236 0.063 -3.049
C -3.035 -1.862 -4.979
H -2.323 -1.935 -5.801
H -3.663 -2.752 -5.004
H -3.663 -0.990 -5.138
H -1.221 -3.586 -3.982
C 0.255 -3.761 -1.708
H -0.001 -4.181 -0.736
H 0.275 -4.564 -2.440
H 1.255 -3.336 -1.631
H -0.430 -1.617 -0.297
H -1.506 -0.263 1.004
H -2.151 1.395 0.933
C 0.788 0.638 2.386
C 1.520 -0.545 1.816
C 1.080 -1.841 2.046
C 1.765 -2.927 1.529
C 2.897 -2.711 0.762
C 3.352 -1.424 0.518
C 2.665 -0.351 1.051
H 3.005 0.657 0.869
H 4.236 -1.270 -0.080
Cl 3.754 -4.062 0.102
H 1.421 -3.932 1.715
H 0.194 -2.011 2.641
H -0.156 0.306 2.850
H 1.403 1.074 3.180
H -0.701 2.676 2.784
H -0.508 3.441 1.195
H 1.811 4.068 1.717
H 1.720 3.223 3.280
H -0.024 6.784 3.045
H 0.836 6.189 1.600
H -0.819 5.627 1.955
*
```


Molecular formula: C20H26IrN2O2Si
Method: DFT, ωB97M-V with the def2-TZVPD basis set

## Properties
- Relative energy (zero: lowest compared OMol25 entry of this formula, charge and spin): 2.007 eV
- HOMO (spin up / spin down): -9.54 / -13.37 eV
- ⟨S²⟩: 8.803
- Frontier orbital gap (spin up / spin down): 0.09588 / 0.08368 hartree
- Total energy: -38925.618 eV

ORCA input file:
```
! wB97M-V def2-TZVPD RIJCOSX def2/J DEFGRID3
* xyz 2 6
C 0.553 2.141 0.413
C 0.666 1.733 -0.966
C -0.692 1.772 -1.535
H 1.607 1.518 -1.456
C -1.634 2.185 -0.505
C -0.859 2.411 0.695
H -1.207 2.842 1.618
H 1.338 2.366 1.108
H -0.962 1.573 -2.563
H -2.697 2.391 -0.585
Ir -0.580 0.571 -0.030
C -0.257 -3.589 -2.786
H -0.960 -2.975 -3.356
H -0.615 -3.680 -1.741
H 0.752 -3.152 -2.766
Si 0.561 0.271 -4.013
C 1.696 -0.662 -5.221
C 2.750 0.157 -5.675
H 2.851 1.172 -5.301
C 3.630 -0.284 -6.660
H 4.395 0.401 -7.025
C 3.478 -1.576 -7.185
H 4.170 -1.919 -7.955
C 2.436 -2.412 -6.746
H 2.302 -3.400 -7.199
C 1.544 -1.961 -5.756
H 0.726 -2.604 -5.432
C -0.970 0.538 -5.121
C -0.848 0.451 -6.525
H 0.064 0.042 -6.970
C -1.894 0.861 -7.359
H -1.747 0.869 -8.444
C -3.115 1.252 -6.781
H -3.932 1.566 -7.424
C -3.300 1.199 -5.390
H -4.264 1.459 -4.940
C -2.248 0.798 -4.567
H -2.414 0.661 -3.496
H 1.282 1.575 -3.873
H -0.231 -4.594 -3.169
C 1.638 -2.545 2.628
O 0.234 -2.604 2.204
C -0.223 -1.858 1.215
O 0.415 -1.411 0.218
N -1.538 -1.568 1.266
N -2.001 -1.091 0.030
H 1.942 -1.518 2.871
H 2.299 -2.994 1.879
H 1.626 -3.149 3.534
H -2.158 -2.171 1.819
H -1.814 -1.711 -0.765
H -2.986 -0.809 0.112
*
```


Molecular formula: C20H26N2O3
Method: DFT, ωB97M-V with the def2-TZVPD basis set

## Properties
- Relative energy (zero: lowest compared OMol25 entry of this formula, charge and spin): 4.393 eV
- HOMO: -7.86 eV
- Frontier orbital gap: 0.31706 hartree
- Total energy: -30282.964 eV
- SMILES string: COc1ccccc1N1CCN(Cc2cccc(OC)c2OC)CC1

ORCA input file:
```
! wB97M-V def2-TZVPD RIJCOSX def2/J DEFGRID3
* xyz 0 1
C -1.774 0.565 -3.260
H -2.340 0.013 -4.018
H -2.444 0.856 -2.452
O -0.790 -0.239 -2.661
C 0.205 -0.764 -3.440
C 0.313 -0.550 -4.807
C 1.345 -1.125 -5.531
C 2.281 -1.920 -4.902
C 2.182 -2.135 -3.537
C 1.162 -1.570 -2.791
N 1.143 -1.849 -1.394
C 0.013 -2.673 -0.991
C 0.184 -3.067 0.481
N 0.324 -1.930 1.370
C 1.419 -1.100 0.902
C 1.262 -0.662 -0.558
H 2.152 -0.113 -0.877
H 0.391 0.001 -0.651
H 1.499 -0.224 1.549
H 2.334 -1.692 1.000
C -0.926 -1.200 1.571
C -0.748 -0.128 2.612
C -0.382 -0.487 3.902
C -0.191 0.478 4.866
C -0.385 1.814 4.558
C -0.765 2.200 3.280
C -0.926 1.218 2.283
O -1.298 1.491 0.990
C -0.792 2.647 0.358
H -1.372 3.537 0.616
H 0.257 2.816 0.613
H -0.875 2.456 -0.712
O -1.007 3.504 2.925
C -0.835 4.508 3.892
H -1.517 4.376 4.738
H 0.197 4.546 4.258
H -1.070 5.444 3.386
H -0.249 2.554 5.330
H 0.102 0.202 5.868
H -0.234 -1.532 4.123
H -1.660 -1.927 1.934
H -1.319 -0.746 0.653
H -0.667 -3.671 0.805
H 1.095 -3.665 0.580
H 0.009 -3.571 -1.615
H -0.948 -2.152 -1.129
H 2.901 -2.750 -3.020
H 3.085 -2.369 -5.466
H 1.407 -0.944 -6.594
H -0.408 0.064 -5.324
H -1.341 1.463 -3.713
*
```


Molecular formula: C20H26N3O3
Method: DFT, ωB97M-V with the def2-TZVPD basis set

## Properties
- Relative energy (zero: lowest compared OMol25 entry of this formula, charge and spin): 0.114 eV
- HOMO: -10.75 eV
- Frontier orbital gap: 0.27922 hartree
- Total energy: -31768.634 eV
- SMILES string: CC(=O)c1ccccc1OC[C@H](O)CN1CCN(c2cccc[nH+]2)CC1

ORCA input file:
```
! wB97M-V def2-TZVPD RIJCOSX def2/J DEFGRID3
* xyz 1 1
C -3.359 -3.322 -0.698
C -2.974 -1.882 -0.495
O -1.829 -1.509 -0.679
C -4.045 -0.968 -0.034
C -5.122 -1.438 0.718
C -6.079 -0.573 1.210
C -5.986 0.783 0.941
C -4.942 1.274 0.180
C -3.965 0.413 -0.309
O -2.962 0.807 -1.130
C -2.361 2.080 -1.020
C -0.856 1.829 -0.777
C -0.656 1.328 0.676
N 0.662 0.869 1.047
C 1.768 1.767 0.880
H 1.415 2.797 0.928
H 2.477 1.603 1.704
C 2.506 1.521 -0.460
N 2.974 0.148 -0.476
C 4.214 -0.231 -0.185
N 5.169 0.705 0.098
C 6.471 0.409 0.340
C 6.905 -0.876 0.335
C 5.964 -1.892 0.057
C 4.660 -1.581 -0.195
H 3.964 -2.369 -0.423
H 6.284 -2.921 0.036
H 7.935 -1.114 0.533
H 7.119 1.248 0.537
C 1.829 -0.742 -0.473
H 1.203 -0.493 -1.332
H 2.117 -1.786 -0.531
C 1.023 -0.505 0.828
H 0.123 -1.116 0.786
H 1.639 -0.835 1.675
H 4.898 1.680 0.115
H 1.794 1.623 -1.282
H 3.304 2.247 -0.613
H -1.340 0.495 0.844
H -0.929 2.142 1.357
O -0.376 0.902 -1.714
H -0.977 0.137 -1.669
H -0.306 2.762 -0.942
H -2.499 2.606 -1.970
H -2.781 2.674 -0.206
H -4.900 2.327 -0.053
H -6.737 1.462 1.313
H -6.898 -0.954 1.799
H -5.197 -2.489 0.944
H -3.437 -3.819 0.267
H -4.316 -3.400 -1.207
H -2.586 -3.822 -1.277
*
```


Molecular formula: C20H26N4PdS2Si
Method: DFT, ωB97M-V with the def2-TZVPD basis set

## Properties
- HOMO (spin up / spin down): 2.16 / 2.16 eV
- Frontier orbital gap (spin up / spin down): 0.10340 / 0.10344 hartree
- Total energy: -60146.897 eV

ORCA input file:
```
! wB97M-V def2-TZVPD RIJCOSX def2/J DEFGRID3
* xyz -2 1
Pd 0.000 0.000 0.000
S 2.251 -0.086 -0.731
C 2.399 1.564 -0.648
N 2.761 2.183 0.505
C 3.054 3.596 0.601
C 2.222 4.394 -0.385
C 2.400 3.773 -1.758
N 2.139 2.351 -1.722
H 3.005 1.572 1.276
H 4.125 3.722 0.405
H 2.855 3.912 1.630
H 2.523 5.446 -0.389
H 1.165 4.350 -0.095
H 3.425 3.909 -2.120
H 1.717 4.224 -2.484
H 1.925 1.865 -2.585
C -1.467 -3.657 0.890
N -0.521 -3.614 -0.200
C 0.469 -4.552 -0.420
C 1.160 -4.205 -1.514
N 0.634 -3.043 -2.018
C -0.440 -2.632 -1.210
S -1.354 -1.279 -1.462
H -1.292 -4.535 1.519
H -2.481 -3.694 0.482
H -1.361 -2.749 1.490
H 0.609 -5.406 0.224
H 1.998 -4.703 -1.977
H 0.951 -2.545 -2.837
C -0.900 4.216 -4.294
C -1.381 2.925 -4.086
C -1.347 2.360 -2.808
C -0.835 3.083 -1.717
C -0.355 4.385 -1.945
C -0.388 4.945 -3.224
Si -0.771 2.330 0.001
C -2.526 2.520 0.639
C -3.542 1.630 0.248
C -4.843 1.774 0.737
C -5.149 2.803 1.624
C -4.155 3.692 2.023
C -2.853 3.554 1.535
H -0.928 4.653 -5.288
H -1.784 2.356 -4.920
H -1.733 1.350 -2.681
H 0.050 4.981 -1.128
H -0.014 5.953 -3.384
H 0.128 3.137 0.840
H -3.338 0.817 -0.446
H -5.620 1.081 0.422
H -6.162 2.913 2.002
H -4.392 4.497 2.713
H -2.098 4.267 1.864
H -0.108 -0.631 1.566
*
```


Molecular formula: C20H26N5O
Method: DFT, ωB97M-V with the def2-TZVPD basis set

## Properties
- HOMO: -11.85 eV
- Frontier orbital gap: 0.32998 hartree
- Total energy: -30649.825 eV
- SMILES string: CCCN(Cc1ccccc1)c1nc(CCCO)n(-c2cccnc2)[nH+]1

ORCA input file:
```
! wB97M-V def2-TZVPD RIJCOSX def2/J DEFGRID3
* xyz 1 1
C -0.282 4.236 3.617
C -0.069 2.661 3.688
C 0.499 2.153 2.307
N -0.518 1.591 1.386
C -1.975 1.575 1.605
C -2.358 0.239 2.368
C -3.108 0.285 3.643
C -3.485 -0.936 4.375
C -3.146 -2.268 3.863
C -2.405 -2.330 2.608
C -2.008 -1.105 1.885
C -0.065 1.038 0.266
N 1.253 0.890 -0.160
C 1.336 0.221 -1.395
C 2.688 -0.094 -2.028
C 2.746 -0.699 -3.481
C 3.503 -2.110 -3.421
O 2.943 -2.996 -4.423
N 0.018 -0.019 -1.687
C -0.456 -0.717 -2.862
C -0.501 -2.189 -2.962
C -1.039 -2.756 -4.205
C -1.499 -1.805 -5.223
N -1.463 -0.442 -5.165
C -0.959 0.050 -4.002
N -0.821 0.462 -0.762
H -1.027 4.596 4.379
H 0.681 4.769 3.864
H -0.612 4.587 2.605
H 0.704 2.488 4.492
H -0.989 2.117 4.036
H 1.368 1.471 2.500
H 0.935 3.057 1.787
H -2.339 2.407 2.264
H -2.564 1.647 0.651
H -3.402 1.269 4.096
H -4.029 -0.891 5.347
H -3.396 -3.223 4.375
H -2.117 -3.318 2.162
H -1.423 -1.268 0.953
H 3.301 0.853 -2.018
H 3.243 -0.792 -1.333
H 1.796 -0.744 -4.058
H 3.442 -0.044 -4.085
H 3.379 -2.627 -2.434
H 4.601 -1.978 -3.644
H 2.402 -3.661 -3.968
H -0.141 -2.782 -2.092
H -1.102 -3.866 -4.327
H -1.937 -2.253 -6.155
H -0.936 1.170 -3.899
H -1.834 0.351 -0.828
*
```